# C22H30F18N7O13S6

A cluster of 6 separate species, C22H30F18N7O13S6 in total in a non-equilibrium geometry (the ωB97M-V functional and the def2-TZVPD basis, the Open Molecules 2025 dataset).

Results
Net charge: +2
ΔE to the lowest compared entry with this formula, charge and spin in eV: 0.428
DFT total energy in eV: -174248.3611
LUMO (alpha / beta) in Eh: -0.25193 / -0.32004
Largest force on an atom in eV Å⁻¹: 8.3
Multiplicity: 2

Each line ends with the Mulliken spin population.
Positions of all 96 atoms, in Å:
1 H 1.739633 3.763746 -1.695293  -0.0002
2 F 7.955133 -2.076304 0.470967  -0.0001
3 O -0.299247 2.115706 -3.002323  0.0000
4 H 1.135403 4.559826 1.065087  0.0001
5 H 1.879413 2.976666 0.700857  0.0008
6 H -0.860827 -2.826584 -1.810923  0.0000
7 O 2.430963 1.452036 -2.902293  -0.0003
8 N 0.222763 -2.204214 2.280387  -0.0001
9 C 2.070623 4.037276 0.864087  -0.0013
10 F 2.315903 -2.423654 -3.001903  -0.0001
11 H 4.778013 4.508716 -1.887533  -0.0003
12 C 2.025723 4.768696 -1.384903  0.0009
13 F 3.787483 -1.205314 -3.906363  0.0000
14 S -0.382807 -1.996334 3.642357  0.0001
15 S 0.819253 -3.909334 2.406367  -0.0001
16 F -2.902927 1.236526 -2.314723  0.0000
17 N 6.535603 0.454426 0.324527  0.5118
18 H -10.922787 -0.132054 1.789597  0.0000
19 C 2.906503 5.403346 -2.520023  -0.0008
20 H -11.365617 -1.940884 1.779887  0.0000
21 C -7.407477 -2.721724 1.228797  0.0000
22 H 3.687333 6.606436 -0.968123  0.0000
23 C -5.334257 -2.325844 -0.193373  0.0000
24 H 4.858283 5.138106 -3.503393  0.0001
25 F 3.233293 -5.028344 1.945367  0.0000
26 F 2.806143 -3.304604 0.655577  -0.0004
27 F -1.943487 -0.630754 -2.826843  0.0000
28 N 0.771573 -0.092344 -1.659173  0.0005
29 F 7.444153 3.289916 -0.523343  0.0003
30 H 1.065983 5.275116 -1.282273  0.0001
31 S 5.438913 1.793346 0.369557  -0.0206
32 F 6.654083 -2.856864 2.043247  0.0005
33 F 6.049823 -2.864184 -0.101673  0.0000
34 O 4.313603 -0.783644 0.813537  0.1334
35 C 2.665113 -3.800294 1.871637  0.0005
36 O 0.905053 -4.507854 3.771717  0.0000
37 O 6.045183 -0.258724 2.572937  0.3963
38 O 2.790433 4.641466 -0.203843  -0.0004
39 H -0.488417 -3.094684 -0.117893  0.0002
40 F 5.934523 4.459226 0.326537  0.0003
41 H 2.331773 5.563576 -3.432223  0.0000
42 C -7.573117 -1.067014 -0.444263  0.0001
43 C -4.852707 -2.648364 -1.440183  -0.0001
44 C 6.698623 -2.199054 0.867127  -0.0130
45 C -3.531067 -3.069374 -1.618273  0.0000
46 F 3.275293 -2.982094 2.705567  0.0002
47 N 1.500883 -0.557794 0.785027  0.0011
48 H -5.316687 -2.739264 -2.411193  0.0000
49 C 2.955823 -1.295724 -2.842423  -0.0005
50 O 0.255973 -4.825374 1.434197  0.0000
51 H -2.377557 -2.696934 1.506367  0.0000
52 F -2.231817 -0.155854 -0.684823  -0.0002
53 H 1.272653 -0.431734 -0.190733  -0.0006
54 H -3.137477 -3.423094 -2.559743  0.0000
55 F -1.411307 0.331616 4.528097  0.0000
56 C -8.767037 -2.388134 1.616967  0.0000
57 C -2.024137 0.363106 -1.893853  0.0003
58 H 4.188203 7.166256 -2.375353  0.0000
59 O 0.567703 -1.868764 4.741197  0.0000
60 H 2.595323 4.132746 1.814697  0.0001
61 H -1.088397 -4.453604 -1.131373  0.0000
62 H 1.332183 0.268206 1.341227  0.0004
63 H -9.385037 -2.833034 2.382827  0.0000
64 H -4.740637 -1.986774 1.846317  0.0000
65 H 0.953913 -1.275604 1.238537  0.0003
66 O -0.340827 2.120606 -0.611553  0.0000
67 C -6.764177 -2.002204 0.161717  0.0000
68 C 4.197173 4.629106 -2.801993  0.0012
69 C -10.843107 -1.107624 1.310007  0.0000
70 H 4.002933 3.655376 -3.251683  0.0000
71 O 4.496603 1.935016 1.588117  0.0133
72 H -11.291957 -1.059114 0.317897  0.0000
73 N 3.397313 6.724976 -1.928293  0.0001
74 S 5.756463 -0.525584 1.161827  -0.0692
75 O -1.558047 -2.814784 3.976637  0.0000
76 H 2.666543 7.421466 -1.896953  0.0000
77 H -7.035267 -0.507404 -1.195233  0.0000
78 C -1.034537 -0.186584 3.340427  0.0000
79 O 0.975123 -0.095964 -4.123623  0.0001
80 N -9.439057 -1.429424 0.965327  0.0000
81 C -1.160947 -3.385824 -0.924763  -0.0003
82 C -3.084067 -2.630864 0.692187  -0.0002
83 F -0.090077 0.601106 2.878107  0.0000
84 F 3.761163 -1.208004 -1.746153  -0.0006
85 C -4.420977 -2.297084 0.862477  0.0002
86 H -6.775297 -3.430004 1.743657  0.0000
87 H -9.386887 0.063506 -0.460833  0.0000
88 H 2.481613 -0.799054 0.793007  0.0003
89 F -2.023907 -0.190474 2.413527  0.0000
90 O 4.845713 1.852746 -0.964723  0.0483
91 S 1.657293 0.188806 -2.880093  -0.0002
92 N -2.651037 -3.048054 -0.620493  0.0000
93 C 6.616473 3.307846 0.460907  -0.0019
94 F 7.341893 3.248526 1.617997  -0.0001
95 S -0.297847 1.285466 -1.796023  -0.0003
96 C -8.847727 -0.740464 0.018057  -0.0001

Forces on the atoms, in the same order (eV/Å):
0.1 -0.1 -0.5
-0.5 0.6 0.5
0.3 -2.0 1.2
-0.3 0.0 -0.4
0.0 0.0 -0.3
-0.3 0.1 0.0
-1.0 -2.2 1.1
1.8 -4.9 -2.7
-0.3 0.1 0.7
-0.3 -0.7 1.1
-0.2 -0.2 0.1
0.5 -1.0 -1.1
-0.7 0.5 0.7
-2.4 1.8 7.0
1.1 -3.1 2.3
-0.6 -0.2 0.8
0.2 3.6 -1.1
0.1 -0.3 0.3
0.8 -0.9 1.4
0.5 0.2 0.5
-1.0 1.5 -0.2
0.0 -0.7 0.7
-0.5 0.5 0.3
-0.2 0.3 -0.2
-1.0 1.4 -0.2
-0.3 -0.1 -0.7
-0.3 0.5 1.1
-3.1 2.7 0.9
0.9 -0.7 -1.3
0.0 0.6 0.4
-4.3 3.7 0.8
-0.2 0.7 -1.3
0.0 0.3 0.9
4.3 0.8 0.8
-0.1 -0.6 1.0
-0.3 2.5 -3.2
-0.2 0.4 -0.8
0.1 0.8 0.0
-0.6 -0.2 0.2
-0.2 -1.1 1.0
0.0 0.3 0.2
0.8 0.9 -0.1
0.9 -1.0 -1.3
-0.4 -0.8 -0.2
0.4 0.5 1.1
0.2 0.1 0.4
1.3 0.7 0.6
-1.2 0.3 0.4
0.9 2.2 -0.9
-0.3 1.7 -0.3
0.3 0.1 0.0
-1.0 0.0 -0.3
-0.6 0.5 -0.9
-0.2 0.1 -0.2
-0.4 -0.6 -1.3
2.3 -0.8 -0.7
3.3 0.2 -1.3
0.3 -0.1 -0.7
-0.9 0.4 -1.6
0.6 0.0 -0.4
-0.1 0.1 0.3
0.2 0.5 -0.1
0.6 -0.5 0.2
0.1 -0.1 0.1
-0.4 -0.8 0.4
0.4 -1.7 0.3
-1.6 -1.7 1.6
0.0 -0.2 -0.1
-0.4 -0.1 -1.4
-0.2 -0.1 0.3
3.9 -0.8 -4.2
-0.4 0.3 0.2
-0.6 0.6 -0.2
-3.8 -6.9 2.7
0.9 1.2 -1.4
-0.5 0.3 -0.1
-0.8 0.5 -0.4
-0.1 -1.3 1.3
0.2 -0.3 0.6
0.2 -0.4 1.2
-1.0 0.2 -0.1
-0.1 -1.1 -2.9
0.9 0.6 -0.5
-1.2 -0.8 -0.5
1.1 -0.2 0.2
-0.6 -0.3 0.4
-0.2 0.0 0.1
0.5 0.0 0.4
-0.1 0.1 0.7
1.1 -0.4 2.0
4.6 0.3 -5.7
0.5 0.7 2.7
0.7 0.2 1.6
-1.5 0.3 -1.2
-2.0 1.7 -0.5
1.4 0.5 -2.1